A.
23
Properties=species:S:1:pos:R:3:lowdin_charge:R:1 method="wB97M-V/def2-TZVPD" gap_ev=7.8 charge=+1 molar_mass_g_mol=154.2
C 2.6492 -1.1970 0.4500 -0.001
C 1.4898 -0.7654 1.0864 0.024
C 2.7574 -0.3934 -0.6831 -0.021
C 0.9785 0.2408 0.2884 -0.296
C -2.0885 -0.9472 -0.6026 -0.162
C -1.6952 -0.6364 1.0348 -0.037
C -0.1920 1.0581 0.4576 -0.191
C -0.1152 2.5468 0.1797 0.078
N -1.1171 -0.4701 -1.5148 0.015
O 1.6935 0.4102 -0.7853 0.085
O -1.2937 0.7126 0.9980 0.058
H 3.3619 -1.9887 0.7734 0.142
H 1.0433 -1.2861 1.9463 0.143
H 3.4432 -0.3611 -1.4802 0.130
H -2.1335 -2.1640 -0.7331 0.176
H -3.0496 -0.5838 -0.9367 0.100
H -2.5569 -0.7125 1.6755 0.131
H -0.9293 -1.3021 1.2759 0.074
H -1.1193 2.7974 -0.1337 0.105
H 0.6847 2.7852 -0.5341 0.117
H -0.0439 2.9112 1.1869 0.115
H -0.6459 -1.1425 -2.1076 0.110
H -1.1213 0.4878 -1.8416 0.103


B.
23
Properties=species:S:1:pos:R:3:lowdin_charge:R:1 method="wB97M-V/def2-TZVPD" gap_ev="6.6 / 6.6" charge=+1 molar_mass_g_mol=154.2
C 1.3731 -2.6859 2.3782 -0.031
C 0.5927 -1.5977 1.7810 -0.347
N -0.2833 -0.9324 2.5435 0.218
C 0.9202 -1.4181 0.4538 -0.043
C 0.5225 -0.6375 -0.6339 0.078
C -0.4944 0.2521 -1.0886 -0.178
C -1.6940 0.8354 -0.6704 0.008
O -2.2453 1.6080 -1.5868 0.048
C -1.2504 1.6596 -2.7086 -0.263
C -0.8368 3.2218 -2.8255 0.017
O -0.2095 0.8369 -2.3122 0.021
H 1.8296 -3.2948 1.4914 0.120
H 0.8582 -3.3771 3.0635 0.102
H 2.2441 -2.1772 2.9674 0.148
H 0.0619 -0.9674 3.4912 0.136
H -0.7615 -0.1489 2.1810 0.105
H 1.6061 -2.2474 0.0231 0.142
H 1.0450 -0.9042 -1.4785 0.105
H -2.3991 0.5970 0.1657 0.168
H -1.7210 1.4388 -3.6358 0.145
H -1.5760 3.6054 -3.5931 0.093
H 0.1932 3.3268 -3.1787 0.076
H -1.0326 3.7708 -1.7778 0.131


Result of the stability comparison: B is the least stable of them.


A.
23
Properties=species:S:1:pos:R:3:lowdin_charge:R:1 method="wB97M-V/def2-TZVPD" gap_ev=10.1 charge=+1 molar_mass_g_mol=123.2
N 0.8890 2.5299 -0.1548 0.183
C 1.7179 1.7813 0.9037 -0.105
C 1.3601 0.2836 1.0521 -0.236
N 0.9853 -0.4407 -0.1339 -0.064
C -0.4884 -0.7833 -0.2085 -0.153
C -0.8785 -0.6116 -1.7127 -0.192
O -0.7481 0.7966 -1.9621 -0.108
H 0.2485 3.2096 0.2468 0.162
H 0.3252 1.7409 -0.5704 0.115
H 1.4145 3.0441 -0.8711 0.171
H 2.6962 1.8283 0.4010 0.126
H 1.7356 2.4033 1.7968 0.129
H 2.2015 -0.1550 1.6465 0.141
H 0.5589 0.2486 1.8715 0.137
H 1.4470 -1.3363 -0.1605 0.116
H -0.5658 -1.8672 0.0337 0.124
H -1.1267 -0.2644 0.4992 0.117
H -1.9190 -0.8569 -1.9215 0.120
H -0.2149 -1.1451 -2.3876 0.121
H -0.0359 0.9890 -2.5769 0.090
H -3.0103 -4.2247 2.0004 0.040
H -3.5494 -3.7571 0.7316 0.035
O -3.0428 -3.4128 1.4769 -0.070


B.
23
Properties=species:S:1:pos:R:3:lowdin_charge:R:1 method="wB97M-V/def2-TZVPD" gap_ev=9.9 charge=+1 molar_mass_g_mol=123.2
C -1.8401 1.1984 -1.1307 -0.250
C -0.4707 1.9836 -1.2737 -0.199
C 0.5367 1.3580 -0.4189 -0.109
C 1.2340 0.2912 -0.7572 -0.088
N 1.8591 -0.7058 0.1699 0.178
N -2.0274 0.9096 0.2993 0.010
H -1.6851 0.3095 -1.7496 0.110
H -2.5418 1.8227 -1.6418 0.098
H -0.8302 3.0163 -1.1251 0.115
H -0.4727 2.1139 -2.4027 0.143
H 0.8072 1.8920 0.5401 0.148
H 1.1143 -0.2245 -1.7169 0.137
H 0.9902 -1.1282 0.5338 0.098
H 2.5436 -1.2825 -0.3270 0.179
H 2.2654 -0.2623 0.9858 0.140
H -2.1249 1.6807 0.9324 0.078
H -2.8147 0.3242 0.3995 0.053
H -0.7003 -3.2910 -0.2846 0.069
H -0.9700 -1.9666 0.5061 0.043
O -0.3243 -2.4591 0.0024 -0.032
H 1.1279 -2.2495 2.7795 0.057
H 2.3026 -1.3323 3.1688 0.072
O 2.0211 -1.9983 2.5107 -0.051


C.
23
Properties=species:S:1:pos:R:3:lowdin_charge:R:1 method="wB97M-V/def2-TZVPD" gap_ev=9.1 charge=+1 molar_mass_g_mol=123.2
C -0.8698 -0.0687 -1.2729 -0.098
C -1.0741 -0.4996 0.1656 -0.169
C -0.2621 -1.6817 0.6366 -0.424
C -0.2390 -2.9211 0.1334 0.064
N 0.3071 -1.4577 1.9161 0.056
N 0.5368 0.5655 -1.2893 0.176
H -0.8820 -0.8817 -2.0063 0.132
H -1.5373 0.7421 -1.6317 0.133
H -1.3610 0.2426 0.9129 0.120
H -2.1293 -0.9124 0.3660 0.158
H 0.3113 -3.7030 0.6439 0.069
H -0.6626 -3.2494 -0.8135 0.068
H 0.9355 -2.1965 2.2048 0.089
H -0.3700 -1.2666 2.6487 0.102
H 0.2904 1.5472 -1.6074 0.101
H 1.0391 0.7747 -0.4323 0.108
H 1.0773 0.2366 -2.0859 0.167
H 0.6544 3.4213 -1.2496 0.069
H -0.7809 3.3172 -0.9501 0.072
O -0.1903 3.3149 -1.7181 -0.027
H 1.7933 0.7739 2.0145 0.038
H 1.6897 2.3529 1.9726 0.056
O 1.7233 1.5496 1.4421 -0.060


D.
23
Properties=species:S:1:pos:R:3:lowdin_charge:R:1 method="wB97M-V/def2-TZVPD" gap_ev=4.6 charge=+1 molar_mass_g_mol=123.2
C 0.4935 2.2157 0.6023 -0.151
O -0.2398 2.0059 -0.5726 0.004
C 0.8090 0.7949 1.1573 -0.299
C 1.8936 0.1616 0.2538 -0.127
C 2.0380 -1.3309 0.5282 -0.267
N 3.1048 -1.8930 -0.3196 0.062
N -0.3896 0.0147 0.9626 0.306
H 1.4294 2.8228 0.3770 0.168
H -0.1456 2.7616 1.3164 0.153
H -0.6089 1.1267 -0.2855 0.049
H 1.0972 0.8371 2.1866 0.151
H 1.5517 0.2960 -0.7720 0.129
H 2.8751 0.6900 0.3090 0.151
H 2.3652 -1.4873 1.5573 0.132
H 1.0523 -1.7778 0.4222 0.123
H -3.4406 0.2458 -0.9273 0.036
H 2.8087 -2.0071 -1.3743 0.155
H 3.4542 -2.8210 -0.0205 0.107
H -3.0972 -0.0322 -0.3238 0.011
H -0.9359 -0.0453 1.8094 0.117
H -6.0966 -2.1456 -1.5123 0.042
H -6.0325 -1.1633 -2.7400 0.048
O -5.5962 -1.4059 -1.8989 -0.103


Result of the stability comparison: D is the least stable of them.


A.
25
Properties=species:S:1:pos:R:3:lowdin_charge:R:1 method="wB97M-V/def2-TZVPD" gap_ev=8.3 molar_mass_g_mol=200.3
C -1.5842 -0.6406 1.3494 -0.041
C -1.6356 0.1813 -0.0013 -0.825
C -2.9560 1.0346 -0.0239 -0.181
H -3.1443 1.5416 0.8590 0.024
H -3.1753 1.3974 -1.0312 0.061
H -3.9932 0.1453 0.0547 0.183
C -1.7257 -0.7669 -1.0946 -0.120
H -2.4296 -1.3854 -1.4113 0.014
H -1.7916 0.0118 -2.2397 0.182
H -0.6240 -1.1676 -1.2924 0.102
S -0.5559 1.7379 0.0207 1.040
C 0.9483 0.8391 -0.1000 -0.434
N 1.1930 -0.7309 -0.1110 0.104
C 2.4504 -0.9766 0.0393 -0.459
C 3.5483 -0.3164 -0.1256 0.044
C 3.3867 1.0945 0.1279 -0.499
O 4.3836 1.7835 0.0543 0.053
N 2.0757 1.5195 0.0837 0.075
H 2.0759 2.6840 -0.0613 0.247
H 4.5037 -0.7070 0.1200 0.128
O 2.4489 -2.4061 -0.0884 -0.012
H 1.4779 -2.6630 0.1576 0.137
H -1.7423 0.0992 2.2048 0.117
H -0.7252 -1.0729 1.4590 -0.012
H -2.4098 -1.2365 1.0503 0.071


B.
25
Properties=species:S:1:pos:R:3:lowdin_charge:R:1 method="wB97M-V/def2-TZVPD" gap_ev=8.9 smiles="CNS[C@@H]1C=CC=C[C@@]1(C)[N+](=O)[O-]" molar_mass_g_mol=200.3
C 3.3794 0.6269 0.7202 -0.193
N 2.4259 0.6956 -0.3890 -0.399
S 1.5075 -0.7735 -0.5280 0.931
C -0.0069 -0.3926 0.3740 -0.398
C -0.9817 -1.5314 0.3800 -0.134
C -2.3177 -1.4998 0.4046 -0.104
C -3.0828 -0.3022 0.4728 -0.084
C -2.5496 0.8459 0.1111 -0.012
C -1.1125 0.9545 -0.3542 -0.348
C -0.9355 0.9000 -1.7747 -0.039
N -0.4768 1.9953 0.3771 -0.412
O 0.3480 2.6870 -0.1618 0.076
O -0.7411 2.1660 1.5543 0.064
H 4.1827 -0.1397 0.5356 0.082
H 3.8723 1.6028 0.9010 0.091
H 2.8374 0.3189 1.5606 0.036
H 2.9766 0.9781 -1.1326 0.038
H 0.3252 0.0598 1.3490 0.109
H -0.6759 -2.5405 0.4979 0.088
H -2.8564 -2.3632 0.0587 0.109
H -4.1648 -0.5374 0.4264 0.124
H -3.0521 1.7751 0.0450 0.117
H 0.0370 1.3118 -1.9991 0.082
H -1.6899 1.5464 -2.2099 0.111
H -0.7839 -0.0562 -2.1379 0.065


Result of the stability comparison: B is the least stable of them.


A.
17
Properties=species:S:1:pos:R:3:lowdin_charge:R:1 method="wB97M-V/def2-TZVPD" gap_ev=9.5 smiles=CSC.CC molar_mass_g_mol=92.2
C 1.9567 -0.0786 -1.5326 -0.467
S 0.4160 -0.3253 -2.4135 0.725
C 0.2072 -2.0629 -1.9919 -0.437
H 2.7845 -0.7073 -1.8812 0.035
H 2.2687 0.9477 -1.6848 0.024
H 1.9186 -0.3602 -0.4791 0.034
H -0.3438 -2.2301 -1.0684 0.030
H 1.1785 -2.5424 -1.9098 0.031
H -0.3148 -2.5140 -2.8347 0.024
C -0.8696 0.6695 1.6402 -0.177
C -1.6735 1.7547 2.3554 -0.172
H -0.2617 1.1144 0.8532 0.052
H -0.2950 0.0463 2.3156 0.059
H -1.5272 0.0069 1.0717 0.057
H -2.0148 1.4691 3.3458 0.059
H -2.4071 2.1901 1.6777 0.063
H -1.0227 2.6224 2.5365 0.059


B.
17
Properties=species:S:1:pos:R:3:lowdin_charge:R:1 method="wB97M-V/def2-TZVPD" gap_ev=9.9 smiles=CCS.CC molar_mass_g_mol=92.2
C -1.2815 -0.0694 -1.9322 -0.190
C -1.3703 -0.2919 -0.4562 -0.580
S -1.4962 -2.1133 -0.0529 0.647
H -2.2558 -0.1505 -2.4337 0.074
H -0.5803 -0.7667 -2.4002 0.068
H -0.9059 0.9180 -2.2319 0.071
H -0.5437 0.0226 0.1669 -0.002
H -2.2437 0.0726 0.0741 0.054
H -2.3255 -2.3992 -1.0638 -0.161
C 1.3248 0.3884 1.9637 -0.162
C 1.9644 0.7429 0.6160 -0.170
H 0.3364 -0.0326 1.8176 0.030
H 1.9147 -0.2652 2.6081 0.067
H 1.1229 1.3252 2.5020 0.070
H 1.8663 -0.0295 -0.1410 0.058
H 1.4584 1.6354 0.2318 0.065
H 3.0149 1.0134 0.7314 0.062


Result of the stability comparison: A is the least stable of them.


A.
17
Properties=species:S:1:pos:R:3:lowdin_charge:R:1 method="wB97M-V/def2-TZVPD" gap_ev=10.0 smiles=CCS.CC molar_mass_g_mol=92.2
C -2.5198 -0.6072 -1.2287 -0.183
C -1.5342 -1.7707 -1.0014 -0.613
S -0.3768 -1.4504 0.4040 0.654
H -2.3311 -0.2588 -2.2015 0.040
H -3.4612 -1.0456 -1.1759 0.032
H -2.3994 0.3109 -0.5011 0.106
H -0.7236 -1.9976 -1.7974 0.074
H -2.2168 -2.6415 -1.0122 0.069
H -1.3009 -1.4644 1.3411 -0.175
C 2.6050 2.5629 -0.1114 -0.140
C 2.1352 2.3527 1.4816 -0.125
H 2.7478 1.6695 -0.7112 0.031
H 1.8666 3.2731 -0.6558 0.070
H 3.5591 3.1565 -0.1325 0.048
H 1.6141 1.4272 1.5859 0.018
H 1.5072 3.1436 1.8070 0.025
H 3.0504 2.4083 2.1488 0.068


B.
17
Properties=species:S:1:pos:R:3:lowdin_charge:R:1 method="wB97M-V/def2-TZVPD" gap_ev=9.5 smiles=CSC.CC molar_mass_g_mol=92.2
C 0.1700 2.7319 -0.8359 -0.460
S 1.5442 2.0900 0.1111 0.720
C 2.3998 1.1172 -1.1477 -0.433
H -0.3419 3.4377 -0.1949 0.021
H 0.5015 3.2897 -1.7175 0.038
H -0.5476 1.9826 -1.1572 0.030
H 3.0045 1.7546 -1.7901 0.029
H 1.6848 0.5721 -1.7626 0.034
H 3.0496 0.4351 -0.6193 0.020
C -1.1747 -1.5762 1.5219 -0.169
C -1.7128 -2.7988 0.7554 -0.166
H -0.1120 -1.6824 1.7359 0.056
H -1.2821 -0.6661 0.9199 0.050
H -1.6934 -1.3209 2.4555 0.061
H -2.4283 -3.3638 1.3492 0.055
H -0.8778 -3.4740 0.5597 0.057
H -2.1838 -2.5287 -0.1835 0.055


Result of the stability comparison: A is the least stable of them.


A.
9
Properties=species:S:1:pos:R:3:lowdin_charge:R:1 method="wB97M-V/def2-TZVPD" gap_ev="5.5 / 5.5" molar_mass_g_mol=254.4
C -0.5457 -0.5557 1.2835 0.425
O 0.5428 -2.0249 -0.7246 -0.445
Si 0.0866 -2.6986 -2.0485 -0.975
Cl -1.7296 -3.5014 -1.9365 0.316
Br 0.1907 -1.2563 -3.7609 0.264
Br 1.6986 -4.2094 -2.6431 0.255
H -0.3269 -1.2893 2.0607 0.063
H -1.3075 -0.6921 0.6221 -0.012
H 0.0576 0.4362 1.2510 0.108


B.
9
Properties=species:S:1:pos:R:3:lowdin_charge:R:1 method="wB97M-V/def2-TZVPD" gap_ev=8.5 molar_mass_g_mol=254.4
C 0.4770 -0.4169 0.6046 -0.182
O 1.2926 0.3477 -0.2004 -0.355
Si 2.8735 0.4728 -0.5569 -0.379
Cl 3.4855 0.7597 -2.4242 0.365
Br 4.0332 2.0784 0.3456 0.402
Br 3.6481 -2.1297 0.6089 -0.078
H 0.4490 -0.1066 1.7391 0.123
H 1.0772 -1.3525 0.7034 0.000
H -0.5792 -0.4587 0.2424 0.102


Result of the stability comparison: A is the least stable of them.